DFT (the ωB97M-V functional and the def2-TZVPD basis) results for C6H9O3Ru as an isolated structure at a distorted geometry.

Last column: Mulliken spin population.
CARTESIAN COORDINATES (ANGSTROEM)
O -0.90195 -1.34211 -1.76575  0.85
Ru 2.04060 1.39837 1.16009  3.92
C 0.72107 -0.20884 0.86528  0.18
O 1.02135 1.23421 -0.81216  0.19
C -0.94001 -0.29360 -1.13916  0.05
C -2.19359 0.51017 -1.01618  0.11
H -2.93240 0.14104 -1.73458  0.01
H -2.01998 1.57303 -1.22752  0.00
H -2.60735 0.39289 -0.00445  0.00
C 0.33441 0.14029 -0.48697  0.51
O 0.48197 -1.46717 1.11810  0.15
C 1.17118 -2.62470 0.63592  0.03
H 0.46128 -3.22214 0.05418  0.00
H 1.97746 -2.25525 -0.00227  0.00
H 1.53720 -3.21193 1.48482  0.00
C 0.94012 1.94740 -2.06597  -0.02
H 0.90075 1.23871 -2.89831  0.01
H 0.00493 2.50783 -2.00255  0.02
H 1.80248 2.61415 -2.13506  0.00

As for the total energy: -553.00800 Ha. Its spin multiplicity is 7. The total charge is +3. The HOMO-LUMO gap (spin up / spin down) is 8.53 / 5.78 eV. For the LUMO energy (spin up / spin down), the calculation gives -0.5200 / -0.6332 Ha. As for the expectation value of S²: 12.0200.